Record 1
15
Properties=species:S:1:pos:R:3:forces:R:3 method="wB97M-V/def2-TZVPD" largest_force_ev_per_a=6.6 de_lowest_kcal_mol=138.3 e_tot_ev=-18087.7455 e_homo_ev=-9.07 e_lumo_ha=-0.03094
C 1.680091 -1.641688 0.575323 2.3 -0.9 4.1
C 0.120495 0.136537 -0.319012 -1.6 -1.3 3.3
C -1.047802 1.057229 -0.004796 -1.7 -0.2 -0.3
C 1.730254 -0.259350 -1.939976 0.7 -0.7 -0.2
H 2.523481 -0.734812 0.511874 -1.9 -2.9 0.1
H 1.602479 -1.989619 1.835822 0.7 0.9 -3.6
H 1.975248 -2.712879 0.009907 -0.8 3.1 1.2
H -0.315515 -1.177725 0.950544 -2.2 -1.3 2.7
H -1.212526 1.772141 -0.978271 0.4 -1.5 2.8
H 2.771049 0.235645 -1.687485 -1.8 -1.4 -0.8
H 1.524378 -0.082166 -3.249546 0.7 -1.1 4.2
H 1.651816 -1.469858 -1.308263 0.6 3.6 -3.7
N 0.402875 -1.061544 0.347019 -0.1 1.6 -2.5
N 0.758292 0.574929 -1.243258 3.1 1.5 -5.6
S -2.096676 0.863076 1.269991 1.5 0.4 -1.7

---

Record 2
53
Properties=species:S:1:pos:R:3:forces:R:3 method="wB97M-V/def2-TZVPD" largest_force_ev_per_a=4.9 de_lowest_kcal_mol=76.1 e_tot_ev=-50447.8946 total_charge=+1 e_homo_ev="-10.83 / -10.83" e_lumo_ha="-0.18224 / -0.18226"
Pt -0.337521 -1.243527 0.196923 0.8 -0.4 1.2
N -1.766946 -1.228256 1.926830 1.1 -0.3 -1.0
C -3.022660 -1.762999 1.388023 -0.6 0.5 0.1
C -2.683861 -2.921318 0.529259 1.5 -0.3 -1.4
O -3.339805 -3.926646 0.452324 -0.3 -0.2 0.1
N -1.514204 -2.716673 -0.211786 -3.4 0.7 -0.5
C -0.883664 -3.807684 -0.801300 3.8 -0.9 1.4
C 0.426596 -3.986892 0.218012 -3.7 -0.9 -3.0
O 0.855086 -5.091447 0.321155 1.6 0.2 1.2
O 0.755903 -2.824988 0.729059 1.2 0.4 1.4
H -1.922488 -0.331147 2.371377 0.3 0.2 -0.1
H -1.344305 -1.850194 2.611225 -0.1 -0.1 0.1
H -3.735524 -2.062104 2.149487 0.1 0.0 0.2
H -3.486982 -0.998197 0.760235 0.0 0.1 0.1
H -1.444337 -4.731009 -0.828501 -0.2 0.1 -0.1
H -0.322252 -3.560184 -1.697905 -0.7 0.0 -0.7
Cl 1.986419 1.143342 -3.616797 0.1 -0.3 0.2
C 2.588812 -0.457885 -3.042488 0.6 0.8 -0.2
C 1.464151 -1.214264 -2.433156 -1.4 -0.8 -0.1
O 0.937356 -2.119671 -3.040735 -0.1 0.1 0.6
O 1.120299 -0.722089 -1.254145 -0.8 -0.7 0.7
H 3.376806 -0.271724 -2.320649 0.1 0.1 0.0
H 2.960915 -1.006311 -3.897696 0.0 0.0 -0.1
C 3.546084 1.206580 2.988068 -0.1 -0.1 0.0
C 2.867037 1.716298 1.707510 -0.3 -0.1 0.1
C 2.281583 3.120442 1.925296 -0.1 0.0 -0.1
C 3.839367 1.704612 0.519461 -0.1 -0.1 -0.1
C 1.736382 0.803404 1.385627 0.6 0.3 0.2
N 0.877297 0.093424 1.129786 0.7 0.9 0.1
H 4.364644 1.883572 3.234350 0.0 0.0 0.0
H 3.953281 0.204601 2.847053 0.0 0.0 0.0
H 2.849405 1.184491 3.827407 0.0 0.0 0.0
H 3.094905 3.795769 2.192844 0.0 0.0 0.0
H 1.551214 3.126238 2.736842 0.1 0.0 0.0
H 1.809746 3.496587 1.015058 0.0 0.0 0.0
H 4.665409 2.378042 0.751306 0.0 0.0 0.0
H 3.354761 2.046510 -0.396441 0.0 0.0 0.0
H 4.241254 0.705376 0.347419 0.0 0.0 0.0
C -2.693442 3.617282 -0.101787 0.1 -0.1 0.0
C -2.391658 2.231409 -0.568612 0.0 0.2 0.1
C -2.867352 1.506912 -1.634044 -0.1 -0.1 -0.2
C -2.230858 0.255181 -1.602712 0.0 0.0 0.0
N -1.402810 0.233053 -0.551351 -1.0 0.9 -0.4
N -1.518543 1.433947 0.072292 -0.1 -0.1 0.1
C -2.401046 -0.894847 -2.539142 0.0 0.1 0.0
H -3.367564 4.102166 -0.802730 0.0 0.0 0.0
H -1.785371 4.217630 -0.031754 0.0 0.0 0.0
H -3.171108 3.606719 0.878697 0.0 0.0 0.0
H -3.585630 1.840018 -2.366197 0.1 0.0 0.0
H -0.937853 1.648929 0.864049 0.1 0.1 -0.1
H -2.928535 -0.565493 -3.431819 0.0 0.0 0.0
H -2.980176 -1.692703 -2.075331 0.0 0.0 0.0
H -1.438216 -1.314282 -2.829894 0.1 0.0 0.0

---

Record 3
17
Properties=species:S:1:pos:R:3:forces:R:3 method="wB97M-V/def2-TZVPD" largest_force_ev_per_a=6.2 de_lowest_kcal_mol=63.1 e_tot_ev=-7861.8194 smiles="C=CCCN.O" e_homo_ev=-9.53 e_lumo_ha=0.03247
C 0.096571 -1.060228 1.262515 -0.9 0.4 0.9
C 0.025048 0.291180 0.363906 0.7 -0.5 1.4
C -1.372396 0.840495 0.426763 -0.9 -1.6 -0.1
C -1.535787 2.058659 0.898034 -0.5 -1.2 -0.9
N 0.335663 -2.359865 0.634045 0.8 0.1 -1.9
H -0.922255 -1.209272 1.880841 2.4 0.8 -1.1
H 1.004081 -0.945919 1.911687 -1.3 0.1 0.1
H 0.261461 0.015868 -0.666441 0.3 0.0 0.1
H 0.795361 1.079216 0.819004 -1.6 -1.7 -1.3
H -2.260077 0.109585 0.186982 1.8 1.5 0.6
H -0.693868 2.662506 0.905631 1.5 1.2 0.7
H -2.464508 2.469601 1.096099 -1.7 0.8 0.3
H -0.011461 -2.422960 -0.344896 -0.3 0.2 1.0
H 1.344480 -2.423646 0.456939 -0.3 -0.2 0.3
H 1.332651 1.223020 -3.122259 0.7 -1.3 0.4
H 1.519092 0.132494 -2.100884 -1.8 -1.4 4.9
O 1.808098 0.380990 -2.896041 1.1 2.8 -5.4

---

Record 4
12
Properties=species:S:1:pos:R:3:forces:R:3 method="wB97M-V/def2-TZVPD" largest_force_ev_per_a=4.1 de_lowest_kcal_mol=16.2 e_tot_ev=-9920.8907 s_squared=2.013 multiplicity=3 e_homo_ev="-7.43 / -9.92" e_lumo_ha="0.03583 / -0.09751"
C -1.421587 -1.375141 0.251958 2.2 -1.0 0.3
C -0.282122 -0.545678 0.183294 -0.9 -1.6 0.1
C -1.153576 0.453853 -0.588249 2.2 -0.1 -0.3
C 1.822571 0.444176 0.346316 0.0 -0.1 -0.9
N -2.238603 -0.435830 -0.157703 -3.3 2.1 -1.2
N 0.951041 -0.569627 0.874887 0.4 0.7 0.4
F -1.074767 1.763417 -0.172249 -0.8 -0.1 0.6
H -1.751112 -2.409486 0.510753 0.7 1.0 -0.1
H -0.953763 0.563275 -1.676871 -0.6 -0.8 0.6
H 2.386968 1.008373 1.121863 -0.2 -0.8 -0.5
H 1.236476 1.132325 -0.259112 0.1 0.5 0.1
H 2.478472 -0.029655 -0.434887 0.1 0.2 0.9

---

Record 5
34
Properties=species:S:1:pos:R:3:forces:R:3 method="wB97M-V/def2-TZVPD" largest_force_ev_per_a=3.4 de_lowest_kcal_mol=18.5 e_tot_ev=-26644.1080 s_squared=2.044 multiplicity=3 total_charge=+2 e_homo_ev="-14.15 / -16.19" e_lumo_ha="-0.35196 / -0.33111"
C -0.256795 0.865801 5.042688 0.6 1.8 -1.1
C -0.404986 -0.627976 5.066502 -0.9 -1.6 0.7
H 0.517468 1.376204 5.640494 -0.2 -0.8 0.1
H -1.141057 1.517645 5.166630 0.0 -0.9 0.2
H 0.040246 1.090820 4.005494 0.2 0.3 0.1
H -0.435733 -1.039063 4.046115 -0.4 0.1 0.1
H 0.371552 -1.232787 5.526015 0.6 0.5 0.2
H -1.293566 -1.000829 5.617696 0.2 0.4 -0.5
C 0.308326 2.625029 -0.837237 -0.1 -0.7 -1.5
C 0.844561 3.477663 -1.770126 -0.4 0.2 1.2
C 1.132537 2.954873 -3.021767 0.1 -0.1 -1.0
C 0.970780 1.608073 -3.346505 0.2 -0.6 -0.4
H 0.041353 2.859411 0.193078 0.0 0.2 -0.3
H 0.999268 4.524986 -1.494720 0.1 -0.4 -0.3
H 1.502682 3.633703 -3.777890 0.1 -0.1 -0.1
H 1.221949 1.207179 -4.312369 0.3 0.3 -0.4
N 0.059690 1.316503 -1.237530 0.6 -0.4 -0.3
C 0.503425 0.693956 -2.423691 -0.7 1.2 0.7
C 0.384615 -0.779937 -2.437718 -0.2 -0.9 1.2
N 0.016836 -1.336683 -1.199846 0.2 0.6 -0.5
C 0.035354 -2.678123 -0.877091 -0.2 0.6 -1.1
C 0.548402 -3.098207 -3.164842 0.0 0.3 -0.2
C 0.239485 -3.582667 -1.894879 -0.1 0.1 0.9
H -0.151713 -2.913390 0.176370 0.0 -0.1 -0.5
H 0.159612 -4.638712 -1.672062 0.2 0.0 -0.1
C 0.649529 -1.729836 -3.406144 0.3 0.5 -0.7
H 0.952998 -1.351828 -4.365388 0.1 -0.2 -0.4
H 0.729746 -3.814003 -3.962035 0.0 0.3 0.0
W -0.376774 0.047869 0.110975 0.0 -1.3 3.1
C -2.308036 0.027536 0.782054 0.2 0.5 -0.6
H -2.655054 -1.002765 0.585381 -0.3 0.3 0.1
H -2.800993 0.786196 0.146181 -0.5 -0.4 0.5
H -2.280803 0.273788 1.852248 -0.3 0.0 0.0
I 1.875104 -0.060434 1.243914 0.6 0.1 0.9